# C47H33F10N7OS3Tc

C47H33F10N7OS3Tc as an isolated structure at a distorted geometry (ωB97M-V/def2-TZVPD, the Open Molecules 2025 dataset).

Properties
* energy: -123623.7110 eV
* maximum force: 1.9 eV/Å
* Kohn-Sham gap (spin up / spin down): 7.11 / 6.78 eV

The geometry in ORCA input format:
```
! wB97M-V def2-TZVPD RIJCOSX def2/J DEFGRID3
* xyz 0 2
Tc 0.43077 -0.07995 -0.22165
C 3.14226 -1.88754 0.67658
N 1.74010 -1.63092 1.03424
C 0.92390 -2.82375 0.74980
C 0.70423 -3.06621 -0.73037
N 0.30251 -1.85301 -2.77310
C -0.49776 -0.94162 -3.52534
C -0.94567 -1.32581 -4.78671
F -0.75520 -2.56778 -5.22278
C -1.59303 -0.46461 -5.64941
F -1.96507 -0.88409 -6.84928
C -1.86655 0.82422 -5.25760
F -2.49762 1.65004 -6.06220
C -1.47362 1.23452 -4.00787
F -1.73298 2.47475 -3.60507
C -0.78408 0.37272 -3.17970
F -0.39499 0.89449 -2.01441
C 1.64782 -1.24949 2.46019
C 2.24128 0.12390 2.76049
N 1.61779 1.54174 0.77438
C 1.53770 2.99740 1.20454
C 0.54978 3.79147 0.43736
F -0.61020 3.22184 0.21050
C 0.81554 4.97120 -0.07907
F -0.09202 5.65935 -0.74532
C 2.15681 5.55900 0.00196
F 2.31667 6.76324 -0.52655
C 3.15441 4.89435 0.53252
F 4.38030 5.41177 0.56381
C 3.00378 3.57815 1.20703
F 4.82060 1.97722 1.47594
H 3.54867 -2.68659 1.31235
H 3.74492 -0.99298 0.80719
H 3.23334 -2.18739 -0.36568
H -0.03577 -2.71319 1.24765
H 1.40988 -3.72460 1.14958
H 0.21609 -4.03025 -0.85581
H 1.65745 -3.11797 -1.24232
H 2.14691 -2.00428 3.08995
H 0.59299 -1.19456 2.72294
H 3.28870 0.20306 2.44215
H 2.21990 0.26249 3.84196
C -4.09330 -3.57598 -1.34812
C -3.29228 -3.75509 -2.46743
C -2.00350 -3.23510 -2.50598
C -1.52018 -2.49983 -1.42584
C -2.30622 -2.34592 -0.30569
C -3.58514 -2.88166 -0.25948
N -0.12914 -1.99393 -1.38211
C 1.72252 -1.75427 -3.07155
C 2.19726 -2.63595 -4.04326
C 3.48900 -2.55853 -4.52531
C 4.33042 -1.58265 -4.00222
C 3.89393 -0.74207 -2.99686
C 2.58082 -0.80966 -2.48546
N 2.14015 -0.02801 -1.40104
N 3.11683 0.75320 -0.93777
C 2.91491 1.43898 0.11979
C 3.88665 2.48094 0.54157
C 3.33400 3.69263 2.69010
C 2.42921 3.11223 3.45845
C 1.28742 2.54211 2.66828
N 1.40001 1.14120 2.19248
H -5.09646 -3.98780 -1.32109
H -3.65791 -4.31792 -3.31984
H -1.37731 -3.44623 -3.36069
H -1.91431 -1.78880 0.52693
H -4.18430 -2.73889 0.63281
H 1.51744 -3.38943 -4.42152
H 3.83337 -3.25297 -5.28432
H 5.34595 -1.48596 -4.37530
H 4.56449 -0.00893 -2.57767
H 4.47299 2.85375 -0.29147
H 4.25405 4.16869 3.01261
H 2.48229 3.03706 4.54116
H 0.30998 2.74245 3.10040
O -1.01144 -0.10892 1.28847
C -2.25202 0.18806 1.85175
C -2.18509 1.46004 2.74565
C -1.57109 1.55605 3.96131
C -1.74243 2.82735 4.58374
C -2.50551 3.67060 3.83041
S -3.01326 2.91976 2.38138
C -2.61856 -0.94071 2.86210
C -1.82993 -1.97919 3.24913
C -2.39125 -2.78362 4.29166
C -3.60031 -2.32463 4.70127
S -4.05097 -0.91962 3.83369
C -3.33576 0.39095 0.75598
C -3.07976 0.92219 -0.47083
C -4.22999 1.05418 -1.30523
C -5.35904 0.62047 -0.69035
S -5.02687 0.05760 0.89106
H -1.01220 0.73404 4.39996
H -1.33470 3.08885 5.55548
H -2.80277 4.68921 4.05090
H -0.86098 -2.17033 2.81638
H -1.90200 -3.65820 4.70656
H -4.25423 -2.72892 5.46328
H -2.09356 1.23778 -0.75589
H -4.20621 1.46483 -2.30975
H -6.37426 0.60419 -1.06559
*
```

Results of the Löwdin charge analysis, in e, for atoms 1 through 99: number 1, Tc, carries 1.32; number 2, C, carries -0.06; number 3, N, carries -0.24; number 4, C, carries -0.17; number 5, C, carries -0.10; number 6, N, carries -0.02; number 7, C, carries -0.08; number 8, C, carries -0.14; number 9, F, carries 0.11; number 10, C, carries -0.13; number 11, F, carries 0.14; number 12, C, carries -0.14; number 13, F, carries 0.16; number 14, C, carries -0.14; number 15, F, carries 0.14; number 16, C, carries -0.12; number 17, F, carries -0.02; number 18, C, carries -0.17; number 19, C, carries -0.14; number 20, N, carries -0.02; number 21, C, carries -0.14; number 22, C, carries -0.15; number 23, F, carries 0.12; number 24, C, carries -0.13; number 25, F, carries 0.14; number 26, C, carries -0.13; number 27, F, carries 0.13; number 28, C, carries -0.17; number 29, F, carries 0.13; number 30, C, carries -0.18; number 31, F, carries -0.01; number 32, H, carries 0.10; number 33, H, carries 0.07; number 34, H, carries 0.08; number 35, H, carries 0.09; number 36, H, carries 0.14; number 37, H, carries 0.14; number 38, H, carries 0.10; number 39, H, carries 0.13; number 40, H, carries 0.08; number 41, H, carries 0.11; number 42, H, carries 0.14; number 43, C, carries -0.07; number 44, C, carries -0.07; number 45, C, carries -0.02; number 46, C, carries -0.20; number 47, C, carries -0.02; number 48, C, carries -0.06; number 49, N, carries -0.09; number 50, C, carries -0.18; number 51, C, carries -0.03; number 52, C, carries -0.09; number 53, C, carries -0.09; number 54, C, carries -0.03; number 55, C, carries -0.21; number 56, N, carries -0.14; number 57, N, carries 0.08; number 58, C, carries -0.26; number 59, C, carries -0.14; number 60, C, carries 0.02; number 61, C, carries 0.01; number 62, C, carries -0.14; number 63, N, carries -0.03; number 64, H, carries 0.10; number 65, H, carries 0.11; number 66, H, carries 0.10; number 67, H, carries 0.07; number 68, H, carries 0.09; number 69, H, carries 0.11; number 70, H, carries 0.10; number 71, H, carries 0.10; number 72, H, carries 0.10; number 73, H, carries 0.16; number 74, H, carries 0.13; number 75, H, carries 0.12; number 76, H, carries 0.12; number 77, O, carries -0.35; number 78, C, carries -0.54; number 79, C, carries -0.46; number 80, C, carries -0.16; number 81, C, carries -0.20; number 82, C, carries -0.41; number 83, S, carries 1.07; number 84, C, carries -0.46; number 85, C, carries -0.14; number 86, C, carries -0.18; number 87, C, carries -0.41; number 88, S, carries 1.02; number 89, C, carries -0.50; number 90, C, carries -0.14; number 91, C, carries -0.17; number 92, C, carries -0.40; number 93, S, carries 1.00; number 94, H, carries 0.13; number 95, H, carries 0.10; number 96, H, carries 0.06; number 97, H, carries 0.07; number 98, H, carries 0.10; number 99, H, carries 0.07